11
Properties=species:S:1:pos:R:3:forces:R:3 method="wB97M-V/def2-TZVPD" homo_energy_ha=-0.315 e_above_lowest_ev=1.8335 orbital_gap_ev=9.58 mol_weight_g_mol=109.5 smiles=N[C@H]1[C@@H](F)[C@@H]1Cl
N 1.16490 1.04002 0.40289 -2.3742 1.8154 -3.7406
C -0.10987 0.35708 0.57226 -0.7394 -1.0437 1.0330
C -0.96316 0.19578 -0.64750 0.6409 -1.7019 0.2452
F -0.56360 0.79399 -1.82808 0.8079 -0.6584 0.4533
C -0.12877 -1.08134 0.06292 1.8693 4.7914 -4.7118
Cl -0.68222 -2.32467 0.92497 -1.8137 -2.8608 1.7657
H 1.55833 1.11079 -0.61464 -1.3877 -0.4111 2.7942
H 1.82954 0.80470 1.04257 2.0507 -0.9532 1.8937
H -0.79184 0.38496 1.57549 2.1674 0.6491 -2.1493
H -2.00468 0.00243 -0.80909 -0.6180 0.3666 1.1671
H 0.69138 -1.28375 -0.68179 -0.6032 0.0066 1.2497